(1)
{
  "formula": "C3H4IN",
  "method": "the ωB97M-V functional and the def2-TZVPD basis",
  "species": ["C", "C", "C", "N", "I", "H", "H", "H", "H"],
  "positions_angstrom": [[-1.858636, 0.497019, -1.338425], [-0.184150, 0.206638, 0.477340], [-0.545680, 0.763465, -0.824594], [-2.943780, 0.226876, -1.581514], [0.154314, 2.658916, -1.455063], [-0.662616, -0.684028, 0.662250], [1.014800, 0.120976, 0.641876], [-0.586360, 1.012986, 1.183741], [0.044830, -0.583687, -2.287545]],
  "forces_ev_per_angstrom": [[1.049, 0.213, 1.104], [3.392, 3.224, 1.370], [0.108, -1.043, -3.471], [-1.007, -0.132, -0.467], [0.018, -0.519, 0.315], [-0.967, -2.102, 0.410], [-3.018, 0.238, -0.422], [0.696, -1.194, -0.306], [-0.270, 1.316, 1.467]],
  "lowdin_charge": [-0.441, -0.193, -0.871, 0.157, 0.849, 0.044, 0.141, 0.109, 0.205],
  "charge": 0,
  "orbital_gap_ev": [8.13, 8.64],
  "e_lumo_ev": [-0.96, -1.31]
}



(2)
{
  "formula": "C5H8N2",
  "method": "the ωB97M-V functional and the def2-TZVPD basis",
  "species": ["C", "C", "C", "C", "C", "N", "N", "H", "H", "H", "H", "H", "H", "H", "H"],
  "positions_angstrom": [[-1.411290, 0.486174, 0.319964], [-0.107187, -0.865346, 1.643848], [-0.325949, 0.357794, -0.455890], [1.805917, -0.727050, 0.007086], [-0.025241, 0.872808, -1.834254], [-1.206614, -0.139993, 1.580454], [0.632614, -0.457410, 0.177492], [-2.398839, 0.733294, 0.055366], [0.145336, -1.448085, 2.510592], [2.537869, -0.215271, -0.714974], [2.371061, -1.401794, 0.749952], [0.890890, 0.509868, -2.125132], [-0.258392, 1.957671, -1.849579], [-0.725402, 0.481191, -2.462289], [-1.924774, -0.143851, 2.397364]],
  "forces_ev_per_angstrom": [[0.859, -0.810, 0.411], [-1.925, 3.142, -3.149], [-0.263, 0.560, -1.035], [7.690, -1.061, 0.135], [-1.434, 1.749, 2.933], [1.212, -2.208, 0.873], [-6.114, -0.243, 5.497], [-0.871, 1.026, -0.201], [1.030, -0.466, 0.022], [-1.630, -0.802, 0.379], [-1.120, 0.832, -1.181], [2.289, -0.012, -0.962], [0.979, -0.458, -0.089], [-2.033, -1.344, -1.974], [1.331, 0.096, -1.660]],
  "lowdin_charge": [0.087, 0.259, -0.161, 0.237, 0.074, 0.163, 0.057, 0.158, 0.175, 0.197, 0.188, 0.064, 0.148, 0.086, 0.266],
  "charge": 2,
  "orbital_gap_ev": 8.30,
  "smiles": "C=[N+]1C=[NH+]C=C1C",
  "e_lumo_ev": -11.43
}



(3)
{
  "formula": "C43H39N2O5RuSTe",
  "method": "the ωB97M-V functional and the def2-TZVPD basis",
  "species": ["Ru", "C", "C", "C", "C", "C", "O", "C", "C", "C", "C", "C", "C", "C", "O", "C", "C", "C", "N", "C", "C", "Te", "C", "C", "C", "C", "C", "C", "C", "C", "C", "C", "C", "C", "H", "H", "H", "H", "H", "H", "H", "H", "H", "H", "H", "H", "H", "H", "H", "H", "H", "H", "H", "H", "H", "H", "H", "H", "C", "C", "C", "C", "C", "C", "C", "C", "C", "S", "C", "N", "H", "H", "H", "H", "H", "H", "H", "H", "C", "C", "C", "O", "C", "O", "O", "H", "H", "H", "H", "H", "H", "H"],
  "positions_angstrom": [[0.071618, 0.119785, -0.015782], [2.566539, 0.700788, 6.741085], [1.813334, 0.496471, 5.444631], [0.883444, -0.525771, 5.279830], [0.121386, -0.653796, 4.131938], [-0.752990, -1.871935, 4.035215], [-0.321159, -2.940670, 4.413686], [-2.167724, -1.758433, 3.558817], [-2.893014, -0.584222, 3.735283], [-4.247352, -0.548458, 3.441900], [-4.883153, -1.685111, 2.957617], [-4.160844, -2.857659, 2.766194], [-2.808795, -2.894950, 3.076443], [0.267841, 0.252390, 3.053874], [-0.569874, 0.224146, 2.054078], [1.358124, 1.148714, 3.129677], [2.061023, 1.287039, 4.342972], [1.803633, 1.887978, 1.962413], [1.339673, 1.682324, 0.769905], [1.764616, 2.487205, -0.388669], [0.562867, 3.288159, -0.943625], [0.287211, 5.196872, 0.023916], [-1.362739, 4.813592, 1.291270], [-1.273485, 3.935686, 2.369974], [-2.363114, 3.755812, 3.212654], [-3.543278, 4.455581, 2.991137], [-3.630347, 5.343843, 1.925430], [-2.542560, 5.524042, 1.076768], [2.916932, 2.879493, 2.163559], [4.198064, 2.540681, 1.742198], [5.250285, 3.429258, 1.916578], [5.024909, 4.664345, 2.512414], [3.743714, 5.006682, 2.927847], [2.692854, 4.115969, 2.756753], [2.198874, 0.027645, 7.517006], [2.452894, 1.726269, 7.096852], [3.635429, 0.514330, 6.609991], [0.741486, -1.258304, 6.068701], [-2.397771, 0.294282, 4.136756], [-4.812089, 0.362628, 3.597839], [-5.940687, -1.658364, 2.724068], [-4.655788, -3.745371, 2.392719], [-2.230706, -3.805177, 2.961486], [2.854189, 2.021387, 4.412690], [2.139748, 1.791994, -1.134204], [2.566061, 3.174853, -0.145275], [-0.365714, 2.730531, -0.829674], [0.705217, 3.520352, -1.997822], [-0.365831, 3.377494, 2.553553], [-2.283986, 3.070136, 4.050321], [-4.393226, 4.313664, 3.649180], [-4.545849, 5.898191, 1.752306], [-2.612868, 6.216341, 0.246410], [4.371226, 1.573380, 1.278954], [6.245766, 3.155643, 1.586695], [5.843686, 5.362653, 2.641186], [3.563693, 5.971876, 3.388029], [1.697821, 4.383422, 3.087855], [0.723475, 1.029741, -3.228206], [1.719691, 0.007001, -2.762419], [2.809736, -0.304716, -3.613955], [3.680055, -1.287892, -3.273924], [3.482312, -2.018317, -2.082167], [4.298546, -3.111241, -1.717100], [4.029138, -3.803250, -0.572115], [2.963685, -3.409095, 0.258304], [2.171038, -2.333970, -0.066863], [0.874098, -1.851511, 0.978724], [2.405766, -1.634980, -1.257517], [1.556308, -0.608743, -1.602203], [0.199417, 0.648054, -4.106894], [1.224326, 1.958294, -3.508705], [-0.020387, 1.220028, -2.469011], [2.921321, 0.247201, -4.539050], [4.516061, -1.542683, -3.917053], [5.121862, -3.389529, -2.365895], [4.631562, -4.660844, -0.298302], [2.745668, -3.956947, 1.170140], [-3.553440, 2.250858, -1.345452], [-3.149977, 1.010043, -0.570222], [-4.314887, 0.419638, 0.197342], [-2.074133, 1.358044, 0.310905], [-2.642385, -0.039060, -1.559384], [-3.411457, -0.456523, -2.406887], [-1.382469, -0.388174, -1.428201], [-4.062406, 2.955017, -0.681447], [-4.218037, 1.970140, -2.159842], [-2.665651, 2.743542, -1.755827], [-4.734880, 1.166785, 0.880509], [-3.993243, -0.451189, 0.774376], [-5.086590, 0.104226, -0.503841], [-2.185916, 0.941009, 1.175784]],
  "forces_ev_per_angstrom": [[0.232, -1.513, 1.534], [-0.049, -0.080, -0.197], [0.102, 0.084, 0.087], [-0.124, -0.090, 0.028], [-0.136, -0.149, 0.112], [-0.116, 0.172, -0.021], [-0.009, 0.007, -0.025], [-0.054, -0.059, 0.109], [0.005, 0.095, 0.077], [-0.015, -0.048, 0.115], [0.058, -0.087, 0.020], [0.014, 0.081, 0.030], [0.062, -0.057, -0.035], [-0.362, -0.112, -0.041], [-0.086, -0.016, -0.499], [0.244, 0.175, 0.073], [0.096, -0.048, -0.102], [0.005, 0.297, -0.198], [0.196, -0.886, -0.770], [-0.502, 0.334, 0.200], [0.344, -0.088, 0.359], [-0.072, 0.001, -0.026], [0.019, -0.064, -0.016], [-0.150, 0.040, -0.060], [-0.001, -0.035, -0.013], [0.021, 0.036, -0.074], [0.065, -0.037, 0.036], [-0.017, -0.089, 0.068], [-0.133, 0.058, -0.086], [0.082, -0.069, 0.004], [-0.005, 0.000, 0.026], [-0.065, -0.008, -0.066], [0.073, 0.001, 0.018], [0.044, -0.021, 0.077], [0.023, 0.046, -0.045], [-0.004, -0.030, 0.028], [-0.044, -0.001, 0.024], [-0.022, 0.028, -0.043], [-0.016, -0.037, -0.070], [0.019, -0.003, -0.008], [0.022, 0.012, 0.007], [0.021, 0.030, -0.019], [-0.062, 0.060, 0.007], [-0.019, 0.014, -0.063], [0.008, -0.020, -0.093], [0.155, 0.053, 0.101], [-0.099, 0.083, -0.014], [0.006, 0.022, 0.090], [0.033, -0.031, -0.011], [-0.003, 0.032, -0.066], [0.056, 0.008, -0.027], [0.050, -0.032, 0.002], [-0.015, -0.051, 0.006], [-0.020, 0.066, 0.034], [-0.052, 0.015, 0.025], [-0.045, -0.045, 0.015], [-0.010, -0.072, -0.039], [-0.014, 0.003, -0.004], [0.187, -0.169, -0.050], [-0.121, -0.231, 0.040], [-0.066, 0.048, -0.063], [0.092, -0.052, -0.103], [-0.019, -0.011, -0.035], [0.059, 0.087, -0.131], [-0.092, -0.061, 0.156], [0.107, -0.162, 0.017], [-0.010, -0.251, 0.430], [-0.506, 1.284, -0.774], [0.054, 0.268, -0.396], [-0.650, 1.078, -0.022], [0.047, -0.016, -0.003], [0.013, -0.056, -0.041], [-0.095, 0.037, 0.012], [-0.025, -0.012, 0.042], [-0.044, 0.023, 0.023], [-0.060, 0.003, 0.039], [-0.019, 0.051, 0.023], [0.087, 0.039, -0.083], [0.049, 0.221, 0.122], [0.121, -0.058, -0.064], [-0.068, 0.079, 0.179], [-0.089, 0.622, -0.121], [0.167, -0.151, 0.069], [0.622, -0.051, 0.174], [0.376, -0.470, 0.013], [0.075, 0.003, -0.037], [0.008, 0.017, -0.010], [-0.099, -0.030, -0.018], [0.063, -0.089, -0.036], [-0.034, 0.057, -0.082], [0.040, 0.002, 0.005], [0.094, -0.022, 0.142]],
  "lowdin_charge": [1.193, -0.047, -0.254, 0.038, -0.093, -0.325, 0.100, -0.147, -0.033, -0.097, -0.097, -0.067, -0.008, -0.364, -0.264, -0.085, 0.032, -0.182, -0.002, -0.283, -0.497, 1.311, -0.555, -0.135, -0.079, -0.086, -0.089, -0.160, -0.222, -0.032, -0.069, -0.078, -0.066, -0.062, 0.074, 0.078, 0.080, 0.130, 0.113, 0.105, 0.107, 0.105, 0.121, 0.123, 0.086, 0.088, 0.014, 0.027, 0.073, 0.103, 0.102, 0.103, 0.085, 0.129, 0.105, 0.104, 0.109, 0.104, -0.034, -0.300, -0.011, 0.004, -0.155, -0.041, -0.071, -0.097, -0.575, 0.843, -0.222, 0.056, 0.107, 0.087, 0.032, 0.119, 0.123, 0.113, 0.108, 0.110, 0.004, -0.523, 0.001, -0.088, -0.569, 0.077, -0.180, 0.087, 0.094, 0.088, 0.095, 0.082, 0.102, 0.068],
  "spin_multiplicity": 2,
  "charge": 0,
  "orbital_gap_ev": [6.92, 7.10],
  "e_lumo_ev": [-0.61, -0.64]
}



Listing E for the structures above in their given order: -12761.9597, -8272.7740, -79152.9952 eV.